{"formula": "C4H7N2O2", "method": "ωB97M-V with the def2-TZVPD basis set", "symbols": ["C", "C", "C", "C", "N", "N", "O", "O", "H", "H", "H", "H", "H", "H", "H"], "coordinates": [[-0.348110, 1.420489, 0.140400], [-1.832914, 0.949333, 0.036375], [0.655838, -0.664474, -0.331898], [1.961630, -1.381982, -0.247207], [-1.945647, -0.400552, 0.661353], [0.677908, 0.526154, 0.292440], [-3.043628, -0.939795, 0.668372], [1.800330, 0.959404, 0.799974], [-0.212321, 2.418562, 0.629602], [-2.465054, 1.799838, 0.361977], [-2.094775, 0.802547, -0.990052], [0.049435, -0.875150, -1.117466], [2.232978, -1.602622, 0.722106], [2.611299, -0.731231, -0.781485], [1.953029, -2.280515, -0.844489]], "forces_ev_per_angstrom": [[-1.76, 0.89, 1.60], [2.33, 0.53, -0.57], [2.23, 0.26, 2.89], [-1.60, 0.06, -2.33], [-0.78, -0.36, 1.39], [-0.28, 0.85, -2.28], [0.68, 1.07, -0.46], [-0.42, -0.33, 0.55], [0.21, -1.32, -0.35], [-0.15, -0.84, 0.47], [-0.59, -0.36, -1.15], [-2.13, -0.10, -1.84], [1.04, -0.25, 2.06], [1.54, 0.57, 0.12], [-0.32, -0.67, -0.10]], "energy_ha": -416.3999, "de_lowest_kcal_mol": 157.01, "gap_ev": [5.59, 6.02], "charge": -1}

---

{"formula": "C15H20HfNO4", "method": "ωB97M-V with the def2-TZVPD basis set", "symbols": ["Hf", "C", "C", "C", "H", "C", "C", "H", "H", "H", "H", "C", "C", "C", "H", "C", "C", "H", "H", "H", "H", "O", "C", "C", "C", "C", "C", "H", "H", "H", "H", "H", "H", "H", "H", "H", "H", "O", "N", "O", "O"], "coordinates": [[-0.119993, 0.032605, 1.133430], [2.202245, 0.331859, 2.221312], [2.821549, -0.396412, 1.152192], [2.507847, 0.251640, -0.067653], [3.457882, -1.273876, 1.269093], [1.682387, 1.397284, 0.220291], [1.565595, 1.500658, 1.653854], [1.251046, 2.390440, 2.210006], [2.415020, 0.193432, 3.277241], [2.870718, -0.041146, -1.048687], [1.403666, 2.172108, -0.488682], [-2.387482, 0.441444, 1.749988], [-1.596204, 1.566211, 2.163636], [-1.120803, 2.234797, 0.974892], [-1.556360, 1.971407, 3.172473], [-1.603969, 1.511909, -0.155599], [-2.412529, 0.425280, 0.327797], [-3.073625, -0.190458, -0.281916], [-3.067784, -0.117064, 2.384731], [-0.611183, 3.194653, 0.953660], [-1.553340, 1.869324, -1.186041], [-0.099595, -0.867004, -0.750595], [-0.220463, -0.656791, -2.283691], [0.474829, -1.997039, -2.586276], [0.511324, 0.597103, -2.711915], [-1.691390, -0.658665, -2.668499], [0.436718, -2.292108, -1.102382], [1.489264, -1.886076, -2.971798], [-0.106415, -2.690818, -3.195697], [-0.334269, -3.004619, -0.788473], [1.407581, -2.427578, -0.608704], [0.340902, 0.786233, -3.786024], [1.585106, 0.496408, -2.527736], [0.126105, 1.463770, -2.163207], [-1.807091, -0.776930, -3.758948], [-2.153375, 0.297726, -2.406312], [-2.224002, -1.470782, -2.155336], [-0.373900, -1.907159, 4.667146], [-0.214445, -1.076046, 3.808336], [0.005028, 0.134897, 3.937011], [-0.226588, -1.530601, 2.417063]], "forces_ev_per_angstrom": [[1.86, 2.74, -0.05], [0.66, 0.53, -0.41], [-0.65, 0.58, -0.43], [0.21, 0.06, 0.89], [-0.33, 0.14, -0.08], [0.99, -0.17, -0.29], [0.36, 0.20, 0.08], [0.18, -0.45, -0.22], [-0.25, -0.10, -0.26], [-0.12, -0.11, 0.19], [0.09, -0.21, 0.15], [-0.52, 1.92, 0.32], [-2.09, 0.85, -0.75], [-1.00, -0.42, 1.13], [0.38, -0.41, -0.29], [0.18, 0.36, 0.05], [-0.86, -0.54, 0.02], [0.38, 0.06, 0.31], [0.55, -0.22, 0.00], [0.17, -0.45, 0.04], [0.07, -0.21, 0.46], [0.99, -3.51, -3.89], [0.20, 0.28, 0.28], [-0.11, 0.48, 0.22], [-0.10, 0.05, -0.30], [-0.12, 0.19, -0.03], [-0.66, 1.31, 1.04], [-0.12, 0.02, -0.07], [0.08, 0.11, -0.03], [0.26, 0.00, 0.17], [-0.50, -0.01, 0.00], [0.05, -0.18, 0.24], [-0.29, 0.13, -0.08], [0.20, -0.30, -0.03], [0.19, -0.08, 0.26], [-0.02, -0.28, 0.04], [0.14, 0.23, -0.17], [0.01, 0.65, -0.21], [0.58, 0.11, -2.33], [-0.56, -1.57, 0.57], [-0.45, -1.78, 3.46]], "energy_ha": -987.1061, "de_lowest_kcal_mol": 41.49, "gap_ev": [2.94, 2.94], "charge": -1}